1.
Formula: C38H62BiN3O5P2
Source: the Open Molecules 2025 dataset
Level of theory: ωB97M-V with the def2-TZVPD basis set

Values from the calculation:
Lowest unoccupied orbital energy   0.59 eV
ΔE to the lowest compared entry with this formula, charge and spin   0.0 kJ/mol
Kohn-Sham gap   0.2819 hartree
Total energy   -79540.790 eV
Charge   0

Each line ends with the Löwdin charge.
Positions of all 111 atoms, in Å:
Bi: -0.664 -1.128 -0.055  1.769
C: 0.438 1.222 4.761  -0.097
C: 0.585 0.053 3.790  -0.534
C: 1.239 -1.162 4.450  -0.126
P: -0.924 -0.454 2.843  1.034
C: -2.189 -1.237 3.943  -0.538
C: -2.011 -2.757 3.902  -0.124
C: -2.294 -0.741 5.385  -0.112
C: -1.669 1.126 2.319  -0.308
C: -2.763 1.752 2.906  -0.044
C: -3.332 2.893 2.350  -0.278
C: -4.533 3.543 2.984  -0.048
C: -2.795 3.384 1.163  -0.034
C: -1.723 2.757 0.549  -0.033
C: -1.132 1.640 1.133  -0.365
N: -0.045 0.950 0.544  -0.188
C: 1.182 1.593 0.450  -0.321
C: 1.324 2.952 0.789  -0.015
C: 2.524 3.620 0.648  -0.037
C: 3.669 2.990 0.174  -0.284
C: 4.971 3.722 -0.013  -0.055
C: 3.557 1.636 -0.088  -0.068
C: 2.368 0.921 0.064  -0.313
P: 2.306 -0.871 -0.129  1.009
C: 3.395 -1.571 1.200  -0.530
C: 3.447 -3.095 1.077  -0.120
C: 4.786 -0.981 1.414  -0.101
C: 2.952 -1.300 -1.815  -0.527
C: 2.366 -2.651 -2.246  -0.131
C: 4.459 -1.284 -2.062  -0.100
H: 1.426 1.548 5.093  0.081
H: -0.132 0.942 5.647  0.062
H: -0.054 2.073 4.289  0.071
H: 1.236 0.388 2.972  0.084
H: 0.666 -1.501 5.314  0.063
H: 2.241 -0.906 4.802  0.081
H: 1.328 -2.003 3.758  0.062
H: -3.119 -1.001 3.415  0.099
H: -1.062 -3.058 4.354  0.066
H: -2.031 -3.130 2.877  0.066
H: -2.812 -3.246 4.460  0.078
H: -1.414 -1.027 5.964  0.065
H: -3.161 -1.198 5.868  0.081
H: -2.400 0.341 5.457  0.058
H: -3.200 1.347 3.812  0.099
H: -4.566 3.352 4.056  0.076
H: -5.458 3.157 2.550  0.083
H: -4.524 4.622 2.830  0.077
H: -3.235 4.261 0.702  0.116
H: -1.323 3.129 -0.387  0.121
H: 0.474 3.506 1.157  0.098
H: 2.565 4.673 0.909  0.111
H: 4.852 4.786 0.193  0.071
H: 5.339 3.623 -1.036  0.077
H: 5.747 3.340 0.653  0.076
H: 4.444 1.105 -0.413  0.091
H: 2.805 -1.334 2.093  0.072
H: 4.080 -3.402 0.241  0.065
H: 2.455 -3.526 0.925  0.067
H: 3.874 -3.529 1.983  0.079
H: 5.433 -1.124 0.549  0.065
H: 5.260 -1.480 2.264  0.080
H: 4.742 0.084 1.639  0.065
H: 2.490 -0.511 -2.419  0.086
H: 2.732 -3.463 -1.616  0.064
H: 2.660 -2.878 -3.273  0.076
H: 1.276 -2.658 -2.195  0.043
H: 4.962 -2.071 -1.498  0.067
H: 4.921 -0.331 -1.810  0.059
H: 4.652 -1.472 -3.122  0.079
C: 1.347 -0.771 -5.376  -0.064
C: 0.853 0.669 -5.329  -0.156
C: -0.454 0.881 -4.523  -0.302
C: -0.916 2.331 -4.729  -0.175
C: -2.147 2.714 -3.920  -0.069
C: -1.485 -0.068 -5.094  -0.420
O: -1.985 0.075 -6.186  0.110
N: -1.777 -1.172 -4.325  0.222
C: -1.321 -1.418 -3.042  -0.589
O: -1.644 -2.476 -2.499  -0.026
N: -0.573 -0.488 -2.403  0.033
C: -0.128 0.645 -3.041  -0.447
O: 0.569 1.457 -2.467  0.082
H: 2.322 -0.823 -5.862  0.081
H: 0.665 -1.412 -5.938  0.083
H: 1.453 -1.191 -4.375  0.048
H: 0.668 1.032 -6.341  0.125
H: 1.603 1.317 -4.872  0.123
H: -1.113 2.453 -5.794  0.119
H: -0.079 2.977 -4.462  0.122
H: -2.985 2.042 -4.119  0.079
H: -2.470 3.725 -4.174  0.079
H: -1.936 2.693 -2.850  0.055
H: -2.394 -1.868 -4.721  0.168
C: -5.101 -0.729 0.202  -0.054
C: -3.808 0.021 -0.083  -0.550
C: -3.744 0.490 -1.526  -0.055
O: -2.733 -0.832 0.234  -0.487
H: -5.972 -0.097 0.016  0.077
H: -5.124 -1.057 1.242  0.069
H: -5.165 -1.613 -0.436  0.081
H: -3.774 0.905 0.566  0.104
H: -3.805 -0.366 -2.204  0.081
H: -2.806 1.016 -1.706  0.044
H: -4.564 1.175 -1.756  0.089
C: -0.398 -5.525 -0.495  -0.152
O: -0.692 -4.144 -0.377  -0.237
H: 0.290 -5.724 -1.322  0.077
H: -1.303 -6.121 -0.637  0.079
H: 0.078 -5.839 0.433  0.077
H: -1.116 -3.833 -1.192  0.014


2.
Formula: C38H62N12P
Source: the Open Molecules 2025 dataset
Level of theory: ωB97M-V with the def2-TZVPD basis set

Values from the calculation:
Lowest unoccupied orbital energy   1.75 eV
Kohn-Sham gap   0.1843 hartree
Total energy   -67575.769 eV
Charge   -1

Each line ends with the Löwdin charge.
Positions of all 113 atoms, in Å:
C: 2.614 -2.245 -1.581  -0.127
C: 3.143 -1.014 -2.350  -0.264
C: 2.246 -0.812 -3.597  -0.220
C: 1.330 0.437 -3.618  -0.222
C: 0.624 0.771 -2.295  -0.304
C: -0.917 0.686 -2.343  -0.370
P: -1.498 -1.047 -1.665  0.395
C: -3.146 -0.296 -0.976  -0.368
C: -4.294 -1.313 -0.748  -0.234
C: -4.771 -1.879 -2.073  -0.239
C: -4.308 -3.138 -2.526  -0.056
C: -4.734 -3.625 -3.782  -0.087
C: -5.612 -2.854 -4.581  -0.112
C: -6.080 -1.605 -4.121  -0.100
C: -5.658 -1.112 -2.863  -0.050
H: 1.672 -2.006 -1.089  0.044
H: 3.329 -2.615 -0.839  0.046
H: 2.402 -3.040 -2.296  0.067
H: 4.201 -1.139 -2.588  0.085
H: 3.066 -0.174 -1.658  0.074
H: 2.915 -0.711 -4.463  0.088
H: 1.649 -1.700 -3.797  0.086
H: 0.547 0.233 -4.353  0.093
H: 1.893 1.284 -4.014  0.071
H: 0.966 0.158 -1.456  0.057
H: 0.882 1.805 -2.033  0.066
H: -1.299 0.748 -3.363  0.050
H: -1.356 1.442 -1.685  0.042
H: -0.810 -0.783 -0.362  -0.036
H: -1.902 -2.350 -1.180  -0.081
H: -2.100 -1.319 -2.987  -0.032
H: -0.249 -1.663 -2.167  -0.052
H: -3.525 0.405 -1.735  0.055
H: -2.975 0.307 -0.077  0.036
H: -3.933 -2.121 -0.108  0.079
H: -5.135 -0.790 -0.282  0.092
H: -3.628 -3.684 -1.887  0.065
H: -4.356 -4.577 -4.138  0.075
H: -5.917 -3.233 -5.552  0.082
H: -6.744 -0.988 -4.719  0.083
H: -6.001 -0.141 -2.526  0.101
C: 6.494 1.833 -2.536  -0.075
C: 5.066 2.135 -2.522  -0.263
N: 3.947 2.387 -2.511  0.157
H: 6.685 0.899 -2.012  0.084
H: 6.839 1.744 -3.563  0.050
H: 7.045 2.631 -2.050  0.045
C: -3.706 0.703 3.426  -0.078
C: -2.374 0.802 2.837  -0.299
N: -1.348 0.862 2.333  0.142
H: -3.953 -0.335 3.629  0.043
H: -3.746 1.264 4.357  0.043
H: -4.439 1.112 2.733  0.088
C: -1.410 -2.799 2.296  -0.070
C: -1.715 -3.683 1.182  -0.272
N: -1.937 -4.379 0.303  0.150
H: -1.535 -3.325 3.241  0.077
H: -0.385 -2.453 2.216  0.043
H: -2.074 -1.936 2.268  0.055
C: -5.672 -0.173 7.304  -0.095
C: -5.603 -0.909 6.045  -0.282
N: -5.603 -1.482 5.055  0.140
H: -6.081 -0.822 8.076  0.077
H: -4.681 0.163 7.601  0.078
H: -6.315 0.692 7.177  0.043
C: 3.213 -1.626 2.397  -0.059
C: 2.219 -2.261 3.255  -0.273
N: 1.437 -2.768 3.921  0.135
H: 4.203 -1.783 2.820  0.073
H: 3.180 -2.066 1.402  0.061
H: 3.016 -0.558 2.324  0.087
C: -3.221 -6.423 -2.068  -0.090
C: -3.488 -7.846 -2.256  -0.288
N: -3.696 -8.963 -2.403  0.100
H: -2.957 -5.967 -3.020  0.073
H: -4.105 -5.930 -1.671  0.076
H: -2.400 -6.281 -1.370  0.052
C: 4.151 -5.744 4.158  -0.070
C: 4.711 -5.145 2.951  -0.286
N: 5.128 -4.659 2.003  0.134
H: 3.336 -6.414 3.891  0.085
H: 4.921 -6.306 4.683  0.077
H: 3.765 -4.963 4.811  0.075
C: -4.392 4.795 5.281  -0.093
C: -5.077 3.528 5.529  -0.248
N: -5.600 2.531 5.730  0.157
H: -3.609 4.653 4.545  0.060
H: -5.097 5.532 4.908  0.079
H: -3.949 5.163 6.203  0.079
C: -0.386 6.551 3.492  -0.075
C: -1.720 6.846 4.006  -0.256
N: -2.762 7.064 4.432  0.134
H: 0.222 7.453 3.517  0.084
H: 0.085 5.786 4.105  0.087
H: -0.441 6.190 2.469  0.054
C: 7.927 3.669 1.411  -0.064
C: 8.561 2.960 0.304  -0.277
N: 9.058 2.401 -0.562  0.142
H: 8.503 3.520 2.322  0.081
H: 7.879 4.733 1.188  0.082
H: 6.917 3.291 1.560  0.085
C: 0.711 4.965 -0.981  -0.057
C: 1.335 5.255 0.306  -0.272
N: 1.822 5.482 1.316  0.124
H: 0.063 5.790 -1.271  0.081
H: 1.480 4.826 -1.738  0.082
H: 0.125 4.050 -0.905  0.081
C: 5.989 3.212 -6.710  -0.064
C: 7.234 3.222 -5.948  -0.288
N: 8.198 3.227 -5.330  0.134
H: 5.440 4.134 -6.531  0.083
H: 6.208 3.125 -7.773  0.080
H: 5.375 2.368 -6.401  0.084


Question: What is the lowest unoccupied orbital energy in the second record?
Answer: 1.75 eV